[1]
DFT (ωB97M-V/def2-TZVPD) results for a structure of composition C4H8O2.

XYZ file:
```
14
C4H8O2 (ωB97M-V/def2-TZVPD)
C -1.2475 -0.3737 1.0644
O -1.2715 0.6126 0.2636
C -0.1023 1.1850 -0.2486
C 1.2353 0.5874 0.0356
C 0.6058 0.1788 -1.2924
O -0.0112 -0.9453 -1.4807
H -0.3937 -0.5321 1.7108
H -0.4371 -2.1626 0.4550
H -2.2081 -0.8296 1.2680
H -0.2665 2.2374 -0.4393
H 1.3647 -0.1843 0.7894
H 2.0571 1.2997 0.0031
H 1.0386 0.6972 -2.1606
H -0.1729 -1.8411 -0.2686
```

Output
HOMO-LUMO gap (spin up / spin down): 0.2732 / 0.2733 Ha
Electronic energy: -8366.6590 eV
HOMO energy (spin up / spin down): -7.9 / -7.9 eV
Charge: 0

***

[2]
DFT (ωB97M-V/def2-TZVPD) results for an isolated molecule of CH3NO2S in a non-equilibrium geometry.

XYZ file:
```
8
CH3NO2S (ωB97M-V/def2-TZVPD)
N 0.9860 1.0585 -0.4298
C 0.6406 -0.2940 0.0087
S -1.0064 -0.8013 0.3348
O -0.9596 -1.9604 1.2188
O -2.0776 0.1230 0.5747
H 0.8539 1.2999 -1.4017
H 0.5086 1.7710 0.1439
H 1.0545 -1.1968 -0.4494
```

Output
HOMO-LUMO gap (spin up / spin down): 0.3016 / 0.3016 Ha
Electronic energy: -17503.0266 eV
HOMO energy (spin up / spin down): -9.5 / -9.5 eV
SMILES string: NC=S(=O)=O
Charge: 0

***

[3]
DFT (ωB97M-V/def2-TZVPD) results for a structure of composition C38H72AlF6O15S2 in a non-equilibrium geometry.

XYZ file:
```
134
C38H72AlF6O15S2 (ωB97M-V/def2-TZVPD)
Al -2.6656 -5.0535 -2.0038
C -2.2192 0.4622 2.5265
F -3.3208 -0.2396 2.8449
F -2.5581 1.7236 2.0523
F -1.3850 0.5725 3.5795
S -1.2898 -0.4395 1.1332
O -2.1822 -0.4451 -0.0305
O -0.0253 0.2859 0.9749
O -1.1244 -1.8557 1.4448
C -3.8904 -4.5206 5.1932
F -3.8596 -5.4942 6.1099
F -4.7766 -3.5744 5.5881
F -2.6391 -4.0721 5.0838
S -4.5225 -5.3372 3.5453
O -4.7128 -4.3062 2.5388
O -3.4142 -6.1889 3.0576
O -5.7150 -6.0955 3.9120
C -5.8128 7.8959 5.0723
C -5.0650 7.0820 4.0256
C -3.6647 7.2811 4.4842
O -3.5842 8.5774 5.0193
C -4.8802 9.0620 5.2854
H -5.8699 7.3872 6.0346
H -6.7845 8.2946 4.7809
H -5.2978 7.5410 3.0647
H -5.3647 6.0342 4.0454
H -2.9315 7.1535 3.6878
H -3.3692 6.5455 5.2323
H -5.0870 9.8868 4.6035
H -4.8779 9.3463 6.3377
C -1.9047 6.1577 -3.5810
C -2.3837 5.7373 -2.1884
C -3.5892 4.7543 -2.4641
O -3.9103 4.8924 -3.8278
C -2.7124 5.2677 -4.5152
H -0.8263 6.1748 -3.7389
H -2.2394 7.1895 -3.6874
H -2.8480 6.5762 -1.6701
H -1.6074 5.3412 -1.5337
H -4.4450 5.0892 -1.8781
H -3.3519 3.7170 -2.2278
H -2.9944 5.7406 -5.4560
H -2.0410 4.4638 -4.8170
C 4.9115 -4.5058 5.9402
C 4.2062 -3.1448 5.7013
C 4.4556 -2.8432 4.2569
O 5.3381 -3.8564 3.7731
C 6.0473 -4.4735 4.8847
H 4.2442 -5.3359 5.7086
H 5.2380 -4.5750 6.9779
H 4.6102 -2.3059 6.2681
H 3.1391 -3.2001 5.9164
H 4.8447 -1.8360 4.1082
H 3.6045 -2.9246 3.5807
H 6.9155 -3.8453 5.0838
H 6.4231 -5.4345 4.5335
C 2.0204 4.8145 5.8750
C 2.5552 4.6837 4.4650
C 3.4035 3.4431 4.6164
O 4.0230 3.6310 5.9092
C 3.1094 4.2700 6.7892
H 1.1295 4.1992 6.0000
H 1.7127 5.8053 6.2094
H 3.1865 5.5291 4.1910
H 1.7765 4.5538 3.7135
H 4.1688 3.4689 3.8407
H 2.8077 2.5320 4.5614
H 3.6677 5.0730 7.2706
H 2.7736 3.4752 7.4551
C -0.6087 0.0409 -7.4791
C 0.6479 0.2355 -6.6016
C 0.1376 -0.1204 -5.2171
O -0.9176 -1.0768 -5.4491
C -1.6383 -0.7663 -6.6228
H -0.4598 -0.4801 -8.4249
H -1.0644 0.9632 -7.8393
H 1.0947 1.2292 -6.6348
H 1.3727 -0.5408 -6.8468
H -0.2342 0.7475 -4.6724
H 0.9115 -0.5578 -4.5863
H -2.4852 -0.1263 -6.3750
H -2.0540 -1.6539 -7.0997
C 4.8490 -3.2966 -3.0473
C 4.6767 -4.3548 -4.0968
C 3.1670 -4.7260 -4.0679
O 2.6756 -4.2321 -2.8627
C 3.7869 -3.7129 -2.0376
H 4.6750 -2.2778 -3.3935
H 5.8358 -3.2373 -2.5882
H 5.2360 -5.2490 -3.8221
H 5.0468 -4.1392 -5.0991
H 3.0572 -5.8083 -4.1358
H 2.6459 -4.2420 -4.8940
H 4.1268 -4.5499 -1.4278
H 3.4440 -2.8455 -1.4736
C 5.9640 3.0125 -3.6718
C 5.3936 3.0144 -2.2482
C 4.1736 3.9365 -2.3167
O 4.2684 4.6618 -3.4540
C 5.5532 4.4424 -4.0328
H 5.5398 2.2112 -4.2769
H 7.0474 2.8966 -3.7021
H 6.0675 3.5086 -1.5484
H 5.0764 2.0197 -1.9350
H 4.1179 4.5257 -1.4014
H 3.3220 3.2598 -2.3879
H 6.3015 5.0972 -3.5863
H 5.5032 4.5286 -5.1182
C -8.3140 -0.1225 -2.8760
C -7.8228 -0.2832 -4.3008
C -7.3846 -1.7340 -4.3073
O -6.7940 -1.8903 -2.9876
C -7.2192 -0.8025 -2.1061
H -9.2653 -0.6444 -2.7726
H -8.5183 0.9321 -2.6907
H -6.9856 0.4008 -4.4399
H -8.5289 -0.0075 -5.0842
H -6.6772 -1.8321 -5.1308
H -8.2169 -2.4213 -4.4588
H -6.4505 -0.1073 -1.7688
H -7.6604 -1.1976 -1.1911
C 3.2334 -9.5872 -0.1664
C 3.0454 -8.9686 1.1931
C 1.6444 -8.3607 1.2222
O 1.2566 -8.4115 -0.1405
C 1.8011 -9.5729 -0.6769
H 3.6934 -10.5702 -0.0655
H 3.8200 -8.8997 -0.7756
H 3.7243 -8.1365 1.3795
H 3.1849 -9.6658 2.0192
H 1.6392 -7.3261 1.5651
H 0.9616 -8.8855 1.8904
H 1.8251 -9.6363 -1.7648
H 1.1869 -10.4153 -0.3587
```

Output
HOMO-LUMO gap: 0.0445 Ha
Electronic energy: -115835.9101 eV
HOMO energy: -10.9 eV
Charge: +1

***

[4]
DFT (ωB97M-V/def2-TZVPD) results for a cluster of 23 separate species, C23H92N46O23 in total in a non-equilibrium geometry.

XYZ file:
```
184
C23H92N46O23 (ωB97M-V/def2-TZVPD)
C 1.3079 -2.0307 4.2933
O 1.5870 -3.0083 3.5242
N 2.2702 -1.2310 4.8345
N 0.0483 -1.4976 4.4442
H 3.1487 -1.5508 4.5042
H 2.1029 -0.2566 4.6567
H -0.8829 -1.8488 4.2912
H 0.1795 -0.7815 5.1086
C -3.8356 3.3046 2.6472
O -3.3234 3.3788 3.7373
N -3.1401 3.5546 1.5048
N -5.1080 2.7693 2.4232
H -2.3864 4.2415 1.7397
H -3.6950 3.6985 0.6553
H -5.6669 2.5081 3.2154
H -5.3979 2.3076 1.5791
C 0.0083 -5.2174 -3.0577
O 1.2250 -5.3331 -3.1612
N -0.6833 -5.7542 -2.0215
N -0.7470 -4.4403 -3.9164
H -0.0791 -5.8832 -1.2240
H -1.4765 -5.1891 -1.7611
H -1.7509 -4.4425 -3.7927
H -0.5150 -4.6350 -4.8834
C 10.0834 1.2015 -0.9225
O 10.9835 1.0060 -1.6800
N 9.4885 2.4304 -0.6596
N 9.3257 0.1492 -0.4127
H 9.9082 3.2484 -1.1303
H 8.6620 2.4229 -0.0676
H 9.7339 -0.7432 -0.5241
H 8.6051 0.3148 0.2443
C 3.0713 2.9178 0.7971
O 3.5677 3.3211 -0.2462
N 2.6353 3.7617 1.7915
N 2.9335 1.5632 1.1115
H 2.6677 4.7870 1.6568
H 2.1834 3.2870 2.5327
H 2.3692 1.4552 1.9370
H 3.7572 1.0110 0.9393
C -4.3015 4.3733 -2.8805
O -4.9713 3.4680 -3.2364
N -3.1715 4.2340 -2.1229
N -4.7328 5.5918 -3.1760
H -2.5266 5.0199 -2.0000
H -2.7118 3.3485 -2.3647
H -4.1963 6.4116 -2.8379
H -5.6741 5.8888 -3.4347
C 5.5595 3.8707 3.0935
O 5.4820 2.9917 3.9420
N 6.0720 3.6463 1.8533
N 5.1699 5.1749 3.3958
H 6.2942 2.6567 1.6992
H 5.7031 4.1760 1.0714
H 5.6702 6.0021 2.9617
H 4.8920 5.3809 4.3045
C -4.0114 -4.9941 2.8773
O -4.9998 -4.2210 3.0453
N -2.8913 -4.8518 3.6461
N -3.9664 -5.8553 1.8536
H -2.0208 -5.1529 3.2671
H -3.0482 -3.9796 4.1694
H -4.7192 -5.5976 1.1958
H -3.0393 -6.0361 1.4703
C -0.2584 -0.7730 -0.6384
O -1.0028 -0.4046 0.2654
N -0.7277 -1.6118 -1.6074
N 1.1151 -0.5049 -0.5442
H -0.2099 -1.6691 -2.4846
H -1.7346 -1.6345 -1.7552
H 1.6357 -0.7336 -1.4162
H 1.4483 0.2501 0.0427
C -3.5516 -3.2496 -1.2543
O -2.8302 -3.9578 -2.0375
N -4.4877 -2.4332 -1.8171
N -3.4045 -3.3451 0.0871
H -5.3631 -2.4151 -1.2973
H -4.6508 -2.5774 -2.7757
H -2.8580 -4.1081 0.3628
H -4.2852 -3.0961 0.5959
C -2.1545 0.9950 -4.5870
O -1.8105 1.4847 -3.4855
N -1.3022 0.2201 -5.3838
N -3.4670 1.1014 -4.9595
H -0.4120 0.0914 -4.9445
H -1.6067 0.0581 -6.3609
H -3.9654 1.9077 -4.5889
H -3.7074 0.8176 -5.8861
C 2.4291 3.7255 5.9092
O 1.3415 3.5676 6.4848
N 2.9533 2.7707 5.1546
N 3.1803 4.8661 6.1310
H 3.8908 2.8979 4.8124
H 2.3217 2.0345 4.8963
H 4.1538 4.7279 6.2455
H 2.8524 5.3879 6.9682
C -7.1957 -3.1318 0.4262
O -7.5804 -2.9284 -0.7288
N -6.4217 -2.2431 1.1910
N -7.3843 -4.3258 1.1541
H -5.9832 -2.4504 2.1313
H -6.4819 -1.3004 0.8089
H -7.4835 -5.0406 0.4618
H -6.8392 -4.4265 2.0166
C 2.9915 -2.6757 -2.4434
O 3.4643 -1.6218 -1.9351
N 2.1248 -2.5817 -3.4309
N 3.4451 -3.8823 -2.0737
H 1.9789 -1.5686 -3.7332
H 1.6643 -3.4060 -3.7766
H 2.9765 -4.6846 -2.3718
H 4.1156 -3.9065 -1.3569
C -4.9365 0.8347 -0.6849
O -5.2232 0.4806 0.4918
N -3.6125 0.9715 -1.0037
N -5.9194 1.2873 -1.5300
H -3.3451 0.9120 -1.9508
H -2.9823 0.7092 -0.2652
H -5.7872 1.3861 -2.5246
H -6.8614 1.1107 -1.1777
C -2.8077 0.3901 -9.2310
O -2.9764 0.2711 -7.9784
N -3.6997 -0.1291 -10.0970
N -1.7145 0.9075 -9.7792
H -3.6223 0.1811 -11.0012
H -4.6577 -0.4208 -9.8551
H -1.7099 1.1345 -10.7548
H -1.1414 1.3908 -9.0674
C 1.8946 1.1664 -3.3857
O 1.2571 0.1061 -3.6654
N 1.3860 2.4161 -3.7254
N 3.0150 1.1906 -2.6146
H 1.7609 3.1495 -3.1834
H 0.3998 2.4223 -3.9968
H 3.2476 2.0652 -2.0275
H 3.4035 0.2913 -2.3348
C 6.2934 0.0839 0.7429
O 7.0371 1.0696 0.7703
N 5.6702 -0.2972 -0.4051
N 5.7890 -0.5632 1.8999
H 5.9486 0.3060 -1.1272
H 5.0433 -1.1043 -0.5293
H 6.2684 -0.2981 2.7820
H 5.9067 -1.5476 1.7931
C -3.4772 -1.2683 3.5000
O -2.7316 -2.0256 4.1436
N -4.4046 -0.4797 4.1521
N -3.3188 -1.1159 2.1401
H -4.7529 0.3825 3.7424
H -4.2627 -0.4666 5.0971
H -2.4430 -1.4141 1.6911
H -4.0062 -0.5366 1.7260
C -0.0540 5.4392 -0.9624
O -1.0483 5.8585 -1.4432
N 1.0406 6.1188 -0.4862
N 0.1577 4.0795 -0.9753
H 1.8693 5.6329 -0.7375
H 0.9676 7.0802 -0.8015
H 0.6590 3.5291 -0.3576
H -0.6707 3.6568 -1.3413
C -0.3869 -4.9663 1.2346
O -1.3578 -5.5485 0.8274
N 0.1409 -3.9191 0.4965
N 0.3223 -5.3915 2.3548
H -0.4805 -3.4548 -0.1368
H 0.8871 -3.3577 0.8189
H -0.0883 -6.1577 2.8137
H 0.6752 -4.6825 3.0082
C 4.1290 -3.0832 1.3220
O 4.9934 -3.2115 0.4443
N 3.0558 -2.2701 1.0725
N 4.3731 -3.5293 2.6233
H 2.9744 -1.7599 0.1435
H 2.4137 -2.2591 1.8517
H 3.5114 -3.7784 3.0779
H 5.1012 -4.2539 2.5409
C -0.1481 1.7326 3.5111
O 1.0851 1.4528 3.4324
N -0.6545 2.3287 4.6598
N -1.1059 1.3787 2.6438
H -1.3276 3.0261 4.4414
H 0.0631 2.8408 5.1735
H -0.9047 0.6341 2.0151
H -2.0690 1.3256 2.9859
```

Output
HOMO-LUMO gap: 0.3376 Ha
Electronic energy: -141009.9767 eV
HOMO energy: -9.2 eV
Charge: 0

***

[5]
DFT (ωB97M-V/def2-TZVPD) results for a cluster of 3 separate species, C24H28F6N4P in total in a non-equilibrium geometry.

XYZ file:
```
63
C24H28F6N4P (ωB97M-V/def2-TZVPD)
C 11.4208 15.2669 12.7440
N 11.0605 14.4126 13.9376
C 12.0386 13.7143 14.5116
C 11.8024 12.8726 15.6066
C 10.5359 12.9008 16.1337
C 9.5118 13.6755 15.5533
C 9.7921 14.3925 14.3993
C 10.1604 12.0071 17.2675
C 10.2469 12.3978 18.5980
C 9.8246 11.5100 19.5590
N 9.3528 10.2630 19.2048
C 9.3746 9.8394 17.9060
C 9.7711 10.7462 16.9359
C 8.9152 9.3476 20.2789
H 12.3529 14.9452 12.2838
H 11.4958 16.3090 13.1223
H 10.6007 15.1509 12.1128
H 13.0396 13.7635 14.1124
H 12.5681 12.2818 16.0640
H 8.5363 13.5675 16.0092
H 9.0867 15.0494 13.9833
H 10.5513 13.3175 18.9778
H 9.8505 11.7575 20.6034
H 9.1220 8.8321 17.6669
H 9.7427 10.4486 15.8646
H 7.8581 9.4622 20.3262
H 9.4116 9.6132 21.2176
H 9.2170 8.2987 20.1288
C 13.2728 6.4530 5.7173
N 12.0205 7.2767 5.7836
C 12.1834 8.5803 5.7269
C 11.0240 9.3992 5.8336
C 9.8095 8.8133 6.2591
C 9.7366 7.4361 6.3203
C 10.7933 6.6969 5.9898
C 8.6236 9.6708 6.7280
C 8.0668 10.6113 5.8395
C 6.8525 11.1633 6.1894
N 6.2273 10.9538 7.3688
C 6.8560 10.1869 8.3100
C 8.0769 9.5736 8.0093
C 4.9274 11.5315 7.6910
H 13.7690 6.3763 6.6969
H 13.9855 6.8922 5.0129
H 12.9781 5.4791 5.3523
H 13.1995 8.9542 5.5585
H 11.1132 10.4481 5.8035
H 8.7351 6.9357 6.4297
H 10.7068 5.5990 5.8726
H 8.3839 10.6945 4.7997
H 6.3290 11.8052 5.4541
H 6.5224 10.1080 9.3423
H 8.4876 9.0209 8.8253
H 4.5610 11.9911 6.7813
H 5.0661 12.2628 8.4329
H 4.2959 10.6922 7.9095
P 9.7372 11.1919 11.7673
F 10.3232 11.2756 10.2515
F 8.3429 10.7488 11.0693
F 10.1424 9.6493 11.9886
F 9.1542 11.1885 13.2759
F 11.2432 11.6282 12.3142
F 9.2250 12.7666 11.6081
```

Output
HOMO-LUMO gap: 0.3391 Ha
Electronic energy: -56877.8869 eV
HOMO energy: -17.5 eV
Charge: +3

***

[6]
DFT (ωB97M-V/def2-TZVPD) results for a cluster of 11 separate species, C7H32O11 in total in a non-equilibrium geometry.

XYZ file:
```
50
C7H32O11 (ωB97M-V/def2-TZVPD)
C 1.0286 3.4860 -1.6432
C 2.5426 2.9485 -1.7624
C 2.6834 1.5282 -1.2835
C 1.8553 0.5918 -2.2155
C 3.2222 0.9549 -0.2143
C 2.7971 -0.3939 0.2970
C 1.8978 -0.3398 1.1888
O 1.2106 -1.4267 1.8641
H 0.5242 2.7115 -1.0078
H 0.5154 3.4273 -2.5670
H 0.8680 4.4432 -1.1579
H 2.9710 3.6443 -1.0056
H 2.8946 3.0325 -2.8374
H 2.3421 -0.4316 -2.2803
H 1.9343 0.9679 -3.1135
H 0.7598 0.1731 -2.0115
H 3.9102 1.4609 0.3648
H 3.2784 -1.1007 -0.2816
H 1.4046 0.5492 1.5703
H 1.3807 -2.2188 1.2360
O -0.3983 -3.0758 -1.5686
H -0.7212 -2.2838 -2.1040
H -1.3345 -3.4108 -1.6629
O 1.3230 -3.7972 0.3646
H 0.7206 -3.5770 -0.4040
H 0.9162 -4.4936 0.8453
O -3.8819 -0.4473 0.8045
H -2.9723 -0.7837 0.8973
H -4.1115 -1.0856 0.0798
O 0.0043 0.2453 4.5547
H 0.3283 0.1079 3.6107
H -0.3680 -0.5811 4.8282
O -1.1821 2.7162 1.5480
H -1.9692 2.2404 1.5157
H -1.4010 3.5314 1.9379
O -1.1757 -0.7226 -2.5890
H -0.6014 -0.4897 -3.2725
H -1.3027 0.0361 -1.9425
O -2.1500 -2.6672 0.3940
H -2.1844 -2.9508 1.2753
H -1.3436 -2.3295 0.0659
O -3.7794 2.0435 0.3806
H -3.7715 1.0630 0.3923
H -4.3984 2.5233 0.4818
O -1.2547 1.3452 -0.9114
H -0.7587 1.6727 -0.1419
H -2.1853 1.5047 -0.7760
O -0.3430 -3.5836 2.6165
H 0.3718 -4.1398 2.9918
H -0.0966 -2.6186 2.6484
```

Output
HOMO-LUMO gap: 0.3361 Ha
Electronic energy: -30296.5858 eV
HOMO energy: -8.9 eV
SMILES string: CC/C(C)=C/C=C/O.O.O.O.O.O.O.O.O.O.O
Charge: 0